Entry 1:
50
Properties=species:S:1:pos:R:3:forces:R:3 method="wB97M-V/def2-TZVPD" max_force_ha_per_bohr=0.00431 charge=-2 homo_energy_ha=0.050 gap_ev=3.7
Pd 1.4206 -1.0408 -1.6130 0.03 0.07 -0.01
C -1.7143 1.4260 -3.8038 -0.03 -0.05 0.00
C -1.8963 1.4381 -2.3189 0.00 0.14 0.03
C -2.7483 2.2240 -1.5080 0.12 -0.04 0.08
C -2.4635 1.8173 -0.2149 -0.02 0.05 -0.11
C -3.0422 2.3017 1.0739 -0.06 -0.02 0.01
N -1.5148 0.8575 -0.2935 0.05 -0.09 0.06
N -1.1673 0.6339 -1.5726 -0.14 -0.15 -0.07
B -0.8842 0.0705 0.8828 0.00 0.06 0.04
N -0.7254 -1.4470 0.5747 -0.02 0.07 0.08
N 0.1896 -2.0123 -0.2622 0.08 0.09 -0.02
C 0.0420 -3.3262 -0.1737 -0.08 -0.02 0.05
C 0.9018 -4.2448 -0.9746 0.00 -0.03 0.02
C -0.9887 -3.6359 0.7354 0.07 0.03 -0.06
C -1.4437 -2.4171 1.1881 -0.01 -0.10 -0.02
C -2.5237 -2.1774 2.1934 0.02 0.05 0.00
N 0.4221 0.7198 1.4156 0.04 0.03 -0.08
N 0.7749 0.3585 2.6782 -0.04 -0.10 -0.03
C 1.9158 0.9707 2.9361 0.05 0.00 0.04
C 2.6003 0.7644 4.2510 -0.01 0.01 0.01
C 2.3123 1.7611 1.8460 0.03 0.08 -0.01
C 1.3310 1.5744 0.8891 -0.06 -0.11 0.04
C 1.2538 2.1960 -0.4640 -0.05 0.07 -0.06
H -1.8387 2.4259 -4.2268 0.03 0.00 -0.01
H -2.4363 0.7637 -4.2918 -0.01 0.02 0.00
H -0.7135 1.0561 -4.0315 0.00 0.02 0.01
H -3.4514 2.9879 -1.8062 0.00 0.00 -0.01
H -3.7410 3.1157 0.8706 -0.01 -0.01 0.01
H -2.2751 2.6663 1.7579 0.06 -0.01 -0.01
H -3.5755 1.5026 1.5940 -0.01 0.02 0.01
H -1.6708 0.1394 1.7914 -0.03 -0.01 0.00
H 1.6456 -3.6339 -1.4953 -0.01 0.01 0.00
H 0.3151 -4.7906 -1.7203 0.00 0.00 0.00
H 1.4039 -4.9763 -0.3317 0.00 0.00 -0.01
H -1.3503 -4.6108 1.0253 0.00 0.00 0.01
H -2.9382 -3.1418 2.4945 0.00 0.00 0.01
H -3.3323 -1.5645 1.7896 0.01 0.00 0.00
H -2.1371 -1.6659 3.0764 -0.01 0.00 0.00
H 2.0011 0.0899 4.8636 0.00 0.00 0.00
H 2.7293 1.7049 4.7957 0.00 0.00 0.00
H 3.5919 0.3214 4.1222 -0.01 0.00 -0.01
H 3.1972 2.3699 1.7394 0.00 -0.01 0.01
H 2.0561 2.9312 -0.5553 0.00 0.01 0.01
H 0.2957 2.7023 -0.6096 0.03 0.01 -0.04
H 1.3813 1.4578 -1.2635 0.01 -0.05 0.06
C 3.7629 -0.1423 -3.4062 -0.07 0.02 0.02
O 2.4841 0.1067 -3.0050 0.05 -0.05 -0.04
H 4.1737 -1.1157 -3.0792 0.01 -0.01 0.00
H 4.4959 0.6211 -3.0417 0.02 0.00 0.01
H 3.8745 -0.1337 -4.5215 0.01 0.00 -0.01

Entry 2:
71
Properties=species:S:1:pos:R:3:forces:R:3 method="wB97M-V/def2-TZVPD" max_force_ha_per_bohr=0.16457 charge=-1 s2=0.75 homo_energy_ha="-0.008 / -0.258" multiplicity=2 gap_ev="1.8 / 8.6"
C 0.8515 -0.1048 0.8530 0.83 -0.19 -0.65
O -0.2030 0.2837 -0.0522 0.79 -0.60 1.56
C -0.1281 -0.0915 -1.3247 2.30 -0.66 -2.12
O 0.8593 -0.4942 -1.9788 -2.11 0.69 2.14
O -1.3082 0.1557 -1.8024 -1.42 -0.25 0.19
C -1.6749 -0.0553 -3.1646 0.71 0.76 -0.86
H 0.6913 -1.0333 1.4011 -0.84 0.05 -0.20
H 1.0327 0.7030 1.5620 -0.10 0.14 -0.29
H 1.7502 -0.3223 0.2759 0.13 0.44 -0.12
H -0.7961 0.0927 -3.7923 -0.04 -0.12 -0.01
H -2.3665 0.7620 -3.3687 -0.16 -0.35 -0.17
H -2.1010 -1.0356 -3.3783 -0.03 0.09 0.47
C 0.8287 3.5327 -1.0384 0.05 -1.46 1.13
O 1.1528 4.6640 -0.2498 0.41 1.69 -0.98
C 1.3260 4.6343 1.0552 -2.02 -3.66 0.79
O 1.1320 3.6141 1.7602 0.84 2.51 -1.32
O 1.5686 5.8570 1.4431 0.51 0.81 1.05
C 1.5767 6.1443 2.8585 0.57 0.42 0.06
H -0.0240 3.0411 -0.5700 0.03 -0.24 -0.14
H 1.6981 2.8771 -0.9888 -0.18 -0.33 -0.25
H 0.5823 3.7414 -2.0795 0.21 0.79 0.33
H 1.8099 5.2773 3.4766 -0.52 -0.02 -0.30
H 0.6654 6.6803 3.1236 -0.25 -0.55 -0.02
H 2.3715 6.8657 3.0481 0.18 -0.04 -0.38
C 2.4761 -3.7779 -1.2066 -1.44 0.31 -0.67
O 3.1068 -3.7677 0.0536 -0.32 0.67 1.59
C 2.3617 -3.5150 1.2152 -5.65 -2.51 -5.77
O 1.1003 -3.5654 1.2986 3.60 0.90 -0.35
O 3.1782 -3.5035 2.1270 3.58 0.34 3.58
C 2.7390 -3.3524 3.4523 -1.00 -0.06 0.88
H 1.8869 -2.8692 -1.3303 -0.06 0.08 -0.11
H 1.7921 -4.6171 -1.3329 0.26 0.07 0.29
H 3.1844 -3.8220 -2.0340 0.49 0.07 0.55
H 1.9345 -4.0294 3.7397 0.19 -0.64 -0.45
H 2.2165 -2.4000 3.5417 0.74 0.42 0.37
H 3.6159 -3.5629 4.0645 -0.25 0.65 0.09
C 4.8155 0.2487 1.2452 -0.54 0.94 0.07
Cl 6.5489 0.6258 1.5366 -0.94 -0.57 -0.21
Cl 4.0142 1.6973 0.5414 0.36 -0.40 0.18
Cl 3.9585 -0.1769 2.7497 0.42 0.00 -0.21
H 4.6151 -0.5580 0.5401 0.70 0.05 0.15
C -4.2851 -0.4796 -0.0284 -0.72 0.05 -0.40
Cl -5.6507 -0.0008 1.1213 1.02 -0.46 -0.98
Cl -4.8687 -0.8213 -1.7016 0.05 0.15 1.05
Cl -3.4074 -1.8918 0.6036 -0.30 0.62 -0.15
H -3.6349 0.3887 -0.1352 0.03 -0.32 0.33
C -5.1764 -1.2045 -5.7433 -0.03 -0.99 -0.13
Cl -6.5831 -2.0770 -5.0506 0.02 0.20 0.21
Cl -3.6841 -2.2704 -5.4545 -0.60 0.68 -0.34
Cl -4.9857 0.4222 -5.1358 0.11 0.15 0.23
H -5.4179 -1.1757 -6.8058 0.59 0.01 0.10
C -1.8210 -1.5156 4.4107 -0.65 -0.34 -0.21
Cl -0.8593 -0.3286 3.5244 -0.43 -0.38 0.12
Cl -3.5547 -1.4338 3.9633 0.52 0.19 0.27
Cl -1.6197 -1.3370 6.1481 0.06 0.10 0.17
H -1.5243 -2.5347 4.1626 0.25 0.40 -0.15
C 1.4854 2.4425 4.7556 -0.37 0.00 -0.47
Cl 0.6030 3.6929 5.6693 0.22 -0.47 0.15
Cl 1.6026 0.8659 5.5683 0.27 0.52 0.35
Cl 3.0710 3.0772 4.2660 -0.37 -0.45 0.24
H 0.8520 2.2281 3.8948 0.50 0.39 -0.17
C -1.1640 2.5018 -6.1928 1.01 0.14 -0.89
Cl -1.2699 3.4039 -7.7197 -0.01 0.58 -0.87
Cl -1.1725 0.7757 -6.5521 0.41 -0.84 -0.02
Cl -2.5687 2.9114 -5.0703 -1.46 0.52 1.45
H -0.2254 2.8460 -5.7586 0.02 -0.45 0.26
C -1.7639 -4.5789 -0.6733 -0.29 -0.60 -1.42
Cl -2.1317 -3.6937 -2.2105 -0.13 -0.38 1.01
Cl -0.3627 -5.6669 -1.1073 -1.25 0.40 0.88
Cl -3.2079 -5.5534 -0.1034 1.23 0.78 -0.42
H -1.5145 -3.8360 0.0843 0.25 -0.45 -0.09

Entry 3:
52
Properties=species:S:1:pos:R:3:forces:R:3 method="wB97M-V/def2-TZVPD" max_force_ha_per_bohr=0.15180 charge=+2 s2=6.12 homo_energy_ha="-0.551 / -0.551" multiplicity=5 gap_ev="6.3 / 5.5"
C -0.1968 -0.0314 -4.0781 0.86 1.97 0.13
C -0.8752 -0.8821 -3.1294 -1.62 -5.50 0.06
H -0.1004 -0.5543 -5.0174 -0.08 -0.24 -0.32
H 0.8072 0.2776 -3.7069 -0.78 -0.09 -0.13
H -0.8039 0.8810 -4.2031 0.31 -0.16 -0.06
O -1.3472 -1.9838 -3.2698 1.39 3.51 0.61
I 0.3660 4.0007 -1.7831 0.07 0.08 0.01
Co -0.2231 -1.1227 -0.4631 -1.35 2.64 -2.21
P -2.3909 -0.2432 -0.9713 -1.62 0.43 1.93
C -3.1014 -0.3633 0.7083 0.45 0.00 1.05
C -2.3543 1.5154 -1.2984 0.57 0.66 -0.35
H -3.3074 1.8365 -1.7068 -0.16 0.05 0.05
H -4.7894 -0.2064 -1.1966 0.60 -0.10 -0.17
H -1.5660 1.7695 -2.0086 -0.12 -0.01 -0.08
H -4.0232 -0.4691 -2.7886 -0.05 -0.14 -0.08
H -2.3372 -0.0366 1.4353 -0.98 -0.49 -0.50
H -2.1331 2.0701 -0.3896 -0.08 -0.03 0.17
C -3.9778 -0.7306 -1.7327 0.10 -1.01 -0.89
H -3.9782 0.2989 0.7785 0.25 -0.29 -0.03
H -4.1438 -1.8159 -1.6150 0.05 0.43 -0.15
H -3.3819 -1.4113 0.9273 -0.06 0.54 -0.21
P 1.5533 -2.2337 -1.0314 1.73 -0.72 0.08
C 2.4098 -2.5128 0.5235 0.46 0.19 -0.11
C 1.2055 -3.9050 -1.6060 -0.27 -0.20 -0.03
H 2.3860 -1.1144 -3.0451 0.19 -0.23 0.29
H 3.5575 -2.2880 -2.3926 -0.13 0.06 0.09
H 3.3321 -0.7111 -1.5963 -0.01 -0.01 -0.01
C 2.8246 -1.5205 -2.1204 -0.26 0.09 -0.35
H 1.2687 -3.9429 -2.6905 -0.06 -0.16 -0.08
H 1.9475 -4.5759 -1.1533 -0.17 0.09 -0.26
H 3.1527 -3.2940 0.3577 0.10 0.05 0.19
H 1.7067 -2.8232 1.2833 -0.03 -0.15 0.29
H 0.2032 -4.2138 -1.2881 0.23 -0.08 -0.14
H 2.9009 -1.5860 0.8278 -0.02 -0.12 0.13
C -0.8501 -2.3772 0.5756 -2.91 -5.14 5.11
O -1.2600 -3.1340 1.3792 2.05 3.54 -3.91
O -1.2263 0.4568 4.0807 0.07 0.41 -1.24
S -1.0531 1.5314 3.1345 0.69 0.41 1.98
O -2.0797 2.5308 3.0147 0.64 -0.72 -0.57
N -0.6420 0.9321 1.6215 0.71 -0.20 -1.44
C 0.5179 1.3457 1.1681 -1.84 0.05 1.60
S 0.9239 0.7548 -0.4158 1.06 0.48 -0.24
C 1.2626 2.1878 2.1333 0.95 0.81 -0.14
C 2.4893 2.8785 2.0676 -0.38 -0.41 -0.19
C 3.0294 3.3991 3.2537 0.19 -0.02 -0.33
C 2.3688 3.2638 4.4820 -0.26 -0.09 -1.01
C 1.0847 2.7319 4.5080 -0.18 -0.07 -0.11
C 0.5639 2.2491 3.3250 -0.44 -0.14 0.69
H 2.9559 3.0098 1.0859 0.19 -0.13 0.54
H 4.0003 3.9050 3.2219 -0.43 -0.21 -0.02
H 2.8225 3.6034 5.3866 0.26 0.21 0.38
H 0.5018 2.6536 5.4182 0.10 0.12 0.00

Entry 4:
52
Properties=species:S:1:pos:R:3:forces:R:3 method="wB97M-V/def2-TZVPD" max_force_ha_per_bohr=0.13324 charge=+3 s2=2.05 homo_energy_ha="-0.644 / -0.634" multiplicity=3 gap_ev="6.6 / 4.5"
C 0.0452 0.3266 -6.9001 0.04 -0.57 -0.38
C 0.0696 1.1701 -5.7553 -0.07 4.97 4.39
H 0.0313 0.9808 -7.8051 0.00 -0.26 0.49
H -0.8740 -0.3040 -6.8562 0.51 0.33 -0.03
H 0.9600 -0.3123 -6.8925 -0.53 0.33 -0.01
O 0.0719 1.9903 -4.9162 0.02 -4.80 -4.67
I 0.2686 -1.4007 -3.3533 -0.16 0.57 0.37
Mo 0.2643 -0.0184 -1.0023 -0.59 -3.89 2.06
P 2.5883 0.4103 -0.9875 1.79 1.21 0.23
C 3.2791 1.6041 0.2167 -0.23 -0.03 -0.15
C 2.7051 -1.2645 -0.1929 -0.69 0.44 0.07
H 3.7145 -1.6010 -0.4727 -0.36 -0.17 -0.07
H 4.6675 0.0499 -2.1702 -0.29 0.21 -0.08
H 1.9377 -1.9735 -0.5682 0.52 -0.04 0.18
H 3.2127 -0.2988 -3.1855 0.30 0.23 0.18
H 2.8397 1.4212 1.2199 0.45 0.15 -0.78
H 2.6251 -1.1540 0.8993 0.06 -0.08 -0.46
C 3.6614 0.3925 -2.4570 -0.42 0.05 -0.09
H 4.3806 1.4681 0.2530 -0.63 0.20 0.00
H 3.6980 1.4118 -2.8773 0.10 -0.41 0.15
H 3.0051 2.6232 -0.1292 0.37 -0.51 0.26
P -2.2781 0.2006 -0.9964 -1.76 1.21 -0.18
C -2.9845 1.5339 0.0675 0.63 -0.20 -0.14
C -3.2434 0.3568 -2.5387 0.49 0.15 -0.22
H -2.8099 -2.1339 -1.0748 -0.22 0.10 0.21
H -4.1315 -1.1674 -0.3065 0.34 0.03 -0.02
H -2.5968 -1.5939 0.6030 -0.48 0.02 -0.35
C -3.0464 -1.3295 -0.3645 0.94 -0.41 0.26
H -2.9160 -0.4361 -3.2213 -0.19 0.17 0.06
H -4.3070 0.2173 -2.2896 0.38 0.11 -0.09
H -4.0833 1.4577 0.0781 0.43 0.01 -0.03
H -2.6692 2.5104 -0.3287 -0.23 -0.24 0.16
H -3.0908 1.3364 -3.0076 -0.10 -0.22 0.09
H -2.5834 1.4299 1.0859 -0.20 0.08 -0.22
C 0.1419 1.8832 -0.7262 0.37 6.46 2.26
O 0.1888 3.0148 -0.3349 -0.45 -5.53 -2.26
O 0.9326 2.0653 3.6530 0.08 -0.59 -0.72
S 1.3234 0.7309 3.3104 1.08 0.82 0.75
O 2.7255 0.3706 3.3196 -1.45 0.04 -0.30
N 0.6515 0.1963 1.8559 -0.37 -0.64 -0.05
C -0.1051 -0.9110 2.0675 -0.61 -0.87 -1.19
O -0.5129 -1.6757 1.1399 0.79 1.97 0.61
C -0.4514 -1.1143 3.4950 -0.61 -1.84 -1.00
C -1.3613 -2.0473 4.0090 -0.13 0.01 0.28
C -1.5152 -2.0798 5.3945 -0.55 -0.61 -1.34
C -0.7394 -1.2413 6.2327 0.79 0.83 0.07
C 0.1934 -0.3316 5.7032 0.19 0.02 -0.63
C 0.3340 -0.3337 4.3192 0.52 1.08 1.93
H -1.8910 -2.7135 3.3201 0.06 0.30 0.44
H -2.2504 -2.7531 5.8357 0.28 0.11 -0.03
H -0.8536 -1.3100 7.3061 -0.08 0.01 0.06
H 0.7777 0.3465 6.3255 -0.16 -0.30 -0.06